# 1
2 unconnected molecules or ions with the total composition C5H10NO2 in a non-equilibrium geometry, computed with ωB97M-V/def2-TZVPD.

Structure (XYZ):
```
18
Properties=species:S:1:pos:R:3:nbo_charge:R:1
O -1.0745 0.2737 1.0867 -0.74
C -0.1823 0.0836 0.2215 0.63
N 0.8397 -0.7933 0.4332 -0.84
C 0.4405 -2.6571 1.1979 0.28
O 0.5827 -3.6848 0.5630 -0.71
C -0.2208 0.8025 -1.1600 -0.54
C -0.7530 2.1994 -0.9822 -0.40
C 0.3148 3.2884 -1.1012 -0.60
H 1.5227 -0.9555 -0.4705 0.31
H 1.1727 -2.2548 1.9279 0.09
H -0.5359 -2.4020 1.5194 0.10
H 0.6259 0.5006 -1.7093 0.21
H -1.0791 0.1707 -1.5668 0.22
H -1.3705 2.3263 0.0580 0.25
H -1.5910 2.3980 -1.7664 0.17
H 1.0266 2.9759 -0.4486 0.20
H 0.7438 3.4407 -2.0796 0.19
H -0.0540 4.3425 -0.7511 0.18
```

Output
Orbital gap, eV: 7.87
Molar mass, g mol⁻¹: 116.14
Total charge: -1
Maximum force, Eh/bohr: 0.08879
Energy relative to the best compared isomer or geometry (same formula, charge and spin), kcal per mole: 71.2


# 2
C5H10NO2 in the gas phase in a non-equilibrium geometry, computed with ωB97M-V/def2-TZVPD.

Structure (XYZ):
```
18
Properties=species:S:1:pos:R:3:mulliken_spin:R:1
O -0.3464 1.3685 -2.9604 0.83
C -0.8436 0.4884 -2.2097 -0.03
O -1.1483 -0.7476 -2.4699 0.07
C -1.3015 1.0069 -0.8220 0.10
C -1.2342 -0.3121 0.1318 0.02
C 0.2188 -0.9755 0.4305 0.00
C 1.4547 -0.0469 0.5481 0.00
N 1.7568 0.0828 2.0910 0.00
H -0.6822 1.6900 -0.3324 0.00
H -2.2387 1.5652 -0.9863 0.00
H -1.5305 -0.2788 1.0875 0.01
H -1.8339 -0.9832 -0.3983 0.00
H 0.4398 -1.5949 -0.4242 0.00
H 0.0158 -1.4486 1.4022 0.00
H 1.1746 0.8269 -0.1410 0.00
H 2.3608 -0.6807 0.0070 0.00
H 1.1329 -0.4442 2.6157 0.00
H 2.6050 0.4838 2.4303 0.00
```

Output
Orbital gap (alpha / beta), eV: 9.87 / 5.46
Molar mass, g mol⁻¹: 116.14
Maximum force, Eh/bohr: 0.10701
Energy relative to the best compared isomer or geometry (same formula, charge and spin), kcal per mole: 67.6
Spin multiplicity: 2


# 3
A gas-phase ion, C5H10NO2 (charge +1) in a non-equilibrium geometry, computed with ωB97M-V/def2-TZVPD.

Structure (XYZ):
```
18
Properties=species:S:1:pos:R:3:nbo_charge:R:1
C 1.6439 -1.3861 -0.4839 0.14
C -1.0563 -0.2399 -0.1853 0.79
C 2.3484 0.6785 0.5570 -0.45
C -3.3080 -0.1427 0.3148 -0.28
C 0.1707 0.4890 -0.7055 -0.35
N 1.4360 -0.1206 -0.2621 -0.24
O -0.9439 -1.4418 -0.0005 -0.60
O -2.0937 0.5916 -0.0128 -0.47
H 0.7882 -1.8469 -1.0682 0.27
H 2.5235 -1.8275 -0.1125 0.23
H 3.2212 0.9761 0.0717 0.25
H 2.7201 0.0719 1.4190 0.25
H 1.9174 1.6917 0.9930 0.26
H -3.2381 -0.5215 1.2947 0.21
H -3.2529 -1.1024 -0.3186 0.21
H -4.0329 0.7053 0.0354 0.24
H 0.0837 1.5816 -0.4991 0.28
H 0.0143 0.2793 -1.8422 0.27
```

Output
Orbital gap, eV: 10.18
Molar mass, g mol⁻¹: 116.14
Total charge: +1
Maximum force, Eh/bohr: 0.07337
SMILES string: C=[N+](C)CC(=O)OC
Energy relative to the best compared isomer or geometry (same formula, charge and spin), kcal per mole: 52.9


# 4
A gas-phase ion, C5H10NO2 (charge +2) in a non-equilibrium geometry, computed with ωB97M-V/def2-TZVPD.

Structure (XYZ):
```
18
Properties=species:S:1:pos:R:3:mulliken_spin:R:1
O -2.9055 -0.0118 -0.9768 0.00
C -1.9807 -0.4994 -0.3417 0.00
C -1.1305 0.2091 0.6735 -0.01
C 0.3536 0.4292 0.2548 0.03
C 1.0926 -0.7565 -0.3943 0.00
C 2.4346 -1.1100 0.0103 0.00
O 3.4864 -0.0864 -0.2307 0.00
N -1.8460 1.5665 0.9346 0.99
H -1.5767 -1.5289 -0.6494 0.00
H -1.2203 -0.4288 1.5579 0.04
H 0.9424 0.6736 1.1819 0.00
H 0.3433 1.2926 -0.4699 0.01
H 1.0300 -0.6090 -1.5918 0.00
H 2.5238 -1.3413 1.0764 0.00
H 2.8840 -2.0029 -0.4475 0.00
H 3.2750 0.3533 -1.0722 0.00
H -2.8583 1.6605 0.5257 -0.02
H -1.6855 2.1171 1.7912 -0.03
```

Output
Orbital gap (alpha / beta), eV: 6.57 / 6.41
Molar mass, g mol⁻¹: 116.14
Total charge: +2
Maximum force, Eh/bohr: 0.13755
Energy relative to the best compared isomer or geometry (same formula, charge and spin), kcal per mole: 132.7
Spin multiplicity: 2


# 5
2 unconnected molecules or ions with the total composition C5H10NO2S in a non-equilibrium geometry, computed with ωB97M-V/def2-TZVPD.

Structure (XYZ):
```
19
Properties=species:S:1:pos:R:3:nbo_charge:R:1
C 1.9998 -1.1792 2.7117 -0.31
C 2.2759 -1.4947 1.4595 -0.43
C -0.7223 2.2270 -1.7861 -0.23
C -1.7948 2.0132 -0.7975 -0.22
C -0.8491 -0.2622 -1.6668 0.20
N -1.2275 0.9360 -1.5287 -0.28
O 0.2709 -3.2080 1.3334 -0.90
O 0.5421 -1.1327 -0.2544 -0.97
S 1.2293 -2.3893 0.2779 1.49
H 2.6213 -0.3899 3.2765 0.24
H 1.2556 -1.7331 3.2099 0.22
H 2.9798 -1.0303 0.8559 0.22
H -0.8271 2.6598 -2.7138 0.23
H 0.2036 2.4905 -1.5280 0.22
H -1.3627 2.0812 0.2346 0.26
H -2.6913 2.4300 -1.2408 0.26
H 0.4174 -4.1939 1.4373 0.53
H -1.6212 -0.9826 -1.3868 0.23
H -0.0743 -0.4988 -2.3411 0.23
```

Output
Orbital gap, eV: 9.69
Molar mass, g mol⁻¹: 148.21
Total charge: +1
Maximum force, Eh/bohr: 0.08120
Energy relative to the best compared isomer or geometry (same formula, charge and spin), kcal per mole: 109.8


# 6
2 unconnected molecules or ions with the total composition C5H10NO3 in a non-equilibrium geometry, computed with ωB97M-V/def2-TZVPD.

Structure (XYZ):
```
19
Properties=species:S:1:pos:R:3:nbo_charge:R:1
C 1.0998 1.6861 2.7266 -0.74
C 0.3802 1.9131 1.3895 0.77
O -0.0597 0.8461 0.8633 -0.86
O 0.1742 3.0545 0.9205 -0.76
H 2.0651 1.4089 2.2581 0.21
H 0.6458 0.8123 3.2107 0.20
H 1.0761 2.4719 3.4644 0.20
C 0.5953 -1.8800 -1.5343 -0.49
C 1.0403 -2.3985 -0.1589 -0.63
C -0.7803 -1.2229 -1.5999 0.67
O -1.3854 -1.2422 -2.6730 -0.67
N -1.3777 -0.6007 -0.5490 -0.82
H 1.3058 -1.1834 -1.9701 0.22
H 0.6066 -2.7580 -2.1832 0.21
H 0.1300 -2.4921 0.4551 0.21
H 1.5189 -1.5709 0.3829 0.23
H -1.8511 0.2382 -0.8394 0.40
H -1.0866 -0.5119 0.4287 0.44
H 1.5987 -3.3461 -0.2150 0.20
```

Output
Orbital gap, eV: 8.20
Molar mass, g mol⁻¹: 132.14
Total charge: -1
Maximum force, Eh/bohr: 0.04681
Energy relative to the best compared isomer or geometry (same formula, charge and spin), kcal per mole: 28.0


Q: Among the records above, which one has the highest energy relative to the best compared isomer or geometry (same formula, charge and spin)?
A: number 4